1.
ORCA calculation (the ωB97M-V functional and the def2-TZVPD basis) on a structure of composition C10H30BeNO13 at a distorted geometry.

Calculated values
* highest occupied orbital energy: -11.50 eV
* spin multiplicity: 1
* net charge: +1

XYZ file:
```
55
Properties=species:S:1:pos:R:3:forces:R:3
Be 2.299 -2.201 0.646 -2.05 2.50 -1.73
N -0.214 0.150 -0.524 -0.04 0.15 -0.75
O 0.371 0.595 -1.530 -0.05 -0.40 0.59
O -1.317 0.550 -0.190 0.44 -0.39 0.04
O 0.356 -0.781 0.110 -0.11 -0.78 1.48
C -5.167 -1.332 0.750 0.31 1.08 0.28
C -4.305 -0.251 1.398 -0.58 -0.97 -0.43
O -3.230 -0.823 2.139 0.05 0.34 0.18
O -4.539 -1.774 -0.457 -0.51 -0.20 0.36
H -6.128 -0.834 0.592 -0.09 -0.20 -0.55
H -5.359 -2.106 1.496 0.26 -0.41 -0.27
H -5.010 0.286 2.034 0.57 0.22 0.49
H -3.956 0.414 0.611 0.01 0.11 0.10
H -2.441 -0.813 1.589 -0.09 0.05 -0.16
H -5.235 -1.888 -1.109 0.12 -0.12 -0.08
C -0.671 3.568 2.219 0.84 0.04 -1.51
C -1.779 2.590 2.531 -0.49 0.73 0.88
O -2.574 2.358 1.402 0.03 -0.16 0.00
O 0.094 3.976 3.327 0.19 -0.42 0.54
H -0.928 4.431 1.600 -0.80 -0.04 0.29
H -0.036 3.008 1.511 0.38 0.02 0.11
H -2.439 2.974 3.313 0.04 0.11 -0.01
H -1.306 1.703 2.970 -0.19 -0.31 -0.20
H -2.196 1.645 0.873 0.01 0.31 0.09
H 0.111 4.932 3.379 -0.08 0.04 0.01
C 1.572 0.485 2.561 0.80 0.06 0.04
C 1.557 -0.632 3.564 -0.88 0.70 0.92
O 1.039 -1.801 2.910 0.64 -0.40 -1.01
O 2.597 0.105 1.629 0.58 -1.77 -1.06
H 1.866 1.452 2.971 -0.09 -0.13 0.38
H 0.578 0.587 2.125 0.16 -0.17 -0.32
H 0.860 -0.283 4.332 -0.22 -0.38 0.03
H 2.476 -0.876 4.095 0.33 0.28 -0.45
H 0.685 -2.401 3.577 0.03 -0.20 -0.16
H 2.889 0.785 1.009 -0.39 0.14 -0.02
C 2.430 1.836 -4.206 -1.18 -0.36 1.21
C 0.944 1.780 -4.613 -0.76 0.05 0.30
O 0.048 2.181 -3.551 0.78 -0.35 -0.25
O 2.718 0.760 -3.258 -0.39 0.32 -0.82
H 2.488 2.746 -3.605 0.54 0.38 -0.54
H 3.137 1.765 -5.027 -0.05 0.14 -0.01
H 0.637 0.777 -4.923 0.35 -0.16 -0.21
H 0.675 2.460 -5.419 0.50 0.04 -0.18
H -0.027 1.466 -2.888 -0.14 0.76 -0.52
H 1.886 0.729 -2.771 0.34 -0.33 0.49
C 1.753 -3.278 -2.199 0.39 0.32 -0.85
C 3.170 -3.771 -2.134 -0.87 -0.75 -0.65
O 3.360 -4.073 -0.759 -0.24 0.78 1.94
O 1.710 -1.985 -1.566 0.84 -1.54 0.89
H 1.043 -3.961 -1.729 0.28 -0.14 0.24
H 1.448 -3.237 -3.246 0.08 0.51 -0.02
H 3.935 -3.103 -2.524 -0.22 0.31 0.09
H 3.148 -4.672 -2.751 0.45 -0.28 0.30
H 4.158 -4.568 -0.537 0.12 0.10 -0.22
H 0.821 -1.652 -1.751 0.03 0.78 0.73
```
Forces are in eV/Å.

Mulliken population analysis, charges in e, atoms 1 to 4: number 1, Be, carries 1.11; number 2, N, carries 0.66; number 3, O, carries -0.79; number 4, O, carries -0.68

=====

2.
ORCA calculation (the ωB97M-V functional and the def2-TZVPD basis) on a cluster of 2 separate species, C4H8O2 in total at a distorted geometry.

Calculated values
* highest occupied orbital energy: -8.76 eV
* SMILES: C=C/C=C/O.O
* spin multiplicity: 1
* net charge: 0

XYZ file:
```
14
Properties=species:S:1:pos:R:3:forces:R:3
C -0.698 -2.266 1.711 1.11 1.61 -2.13
C -0.249 -1.147 1.008 -1.52 -1.34 1.59
C -1.015 -0.404 -0.013 -1.61 -1.48 -0.86
C -0.914 0.922 -0.043 0.63 2.50 0.10
O -1.637 1.830 -0.844 0.53 -1.34 -0.36
H -0.228 -2.557 2.680 -0.39 0.00 -1.20
H -1.443 -2.917 1.172 0.53 0.78 1.18
H 0.581 -0.524 1.321 0.15 -0.33 0.67
H -1.858 -0.955 -0.620 1.79 1.24 1.10
H -0.235 1.603 0.585 -0.78 -1.80 -0.51
H -1.455 1.580 -1.767 -0.44 0.17 0.41
O 3.242 1.864 -1.964 -0.88 0.02 -1.33
H 2.429 1.359 -2.132 0.39 0.28 -0.03
H 3.481 1.612 -1.094 0.49 -0.32 1.36
```
Forces are in eV/Å.

Mulliken population analysis, charges in e, atoms 1 to 4: number 1, C, carries -0.65; number 2, C, carries -0.19; number 3, C, carries 0.08; number 4, C, carries -0.29

=====

3.
ORCA calculation (the ωB97M-V functional and the def2-TZVPD basis) on a cluster of 7 separate species, C31H80N4O11 in total at a distorted geometry.

Calculated values
* highest occupied orbital energy: -8.70 eV
* SMILES: COCCNCCOC.COCCNCCOC.COCCNCCOC.COCCNCCOC.CC(C)O.CC(C)O.CO
* spin multiplicity: 1
* net charge: 0

XYZ file:
```
126
Properties=species:S:1:pos:R:3:forces:R:3
C -2.756 -0.592 -4.223 -0.12 -0.03 -0.17
O -2.142 0.226 -5.195 -0.05 0.00 0.01
C -0.875 0.684 -4.775 0.22 0.72 -0.06
C -0.472 1.826 -5.709 -0.49 -0.18 -0.18
N -1.400 2.968 -5.656 0.03 -0.27 0.25
C -1.404 3.685 -4.376 0.02 -0.18 -0.03
C -0.022 4.146 -3.988 0.28 -0.32 0.42
O -0.109 4.861 -2.770 -0.36 0.21 -0.31
C 1.158 5.174 -2.273 0.57 -0.01 -0.12
H -2.178 -1.509 -4.059 0.04 0.05 0.15
H -3.736 -0.876 -4.603 0.00 0.04 -0.01
H -2.874 -0.047 -3.282 0.05 -0.12 0.07
H -0.139 -0.130 -4.793 0.01 -0.02 0.02
H -0.935 1.087 -3.756 0.04 -0.33 0.09
H -0.489 1.445 -6.734 0.09 0.07 0.02
H 0.533 2.178 -5.494 0.12 -0.17 -0.04
H -2.324 2.551 -5.742 -0.01 0.19 -0.29
H -1.771 3.066 -3.541 -0.11 0.13 -0.03
H -2.060 4.550 -4.476 -0.03 -0.01 0.06
H 0.458 4.738 -4.779 -0.10 0.06 0.04
H 0.610 3.262 -3.797 0.04 0.14 -0.12
H 1.748 5.761 -2.993 -0.12 0.01 0.03
H 1.732 4.259 -2.066 -0.06 0.08 0.13
H 1.050 5.762 -1.365 -0.10 -0.07 0.07
C 1.507 1.682 3.301 -0.17 0.15 -0.36
O 2.547 0.737 3.348 0.13 0.01 -0.12
C 2.756 0.152 2.069 -0.29 0.04 0.37
C 4.041 -0.624 2.097 0.01 -0.16 0.01
N 5.152 0.252 2.415 -0.08 -0.14 0.01
C 6.408 -0.480 2.425 -0.08 -0.16 0.53
C 7.566 0.408 2.806 0.07 0.16 -1.00
O 7.629 0.525 4.202 -0.14 0.08 0.04
C 8.558 1.492 4.625 0.24 -0.19 -0.05
H 0.595 1.257 2.863 0.02 -0.02 0.10
H 1.789 2.537 2.671 0.02 0.02 0.15
H 1.287 2.023 4.311 0.10 -0.01 0.04
H 2.809 0.921 1.288 -0.06 0.06 0.07
H 1.907 -0.519 1.869 0.04 0.28 -0.18
H 4.177 -1.080 1.111 0.20 0.23 0.10
H 3.941 -1.459 2.815 0.06 0.09 0.00
H 4.976 0.614 3.348 0.10 0.16 -0.08
H 6.571 -0.918 1.439 0.01 0.06 -0.05
H 6.379 -1.302 3.165 0.07 -0.07 -0.23
H 7.418 1.386 2.314 -0.02 -0.02 0.31
H 8.490 0.008 2.358 0.11 -0.10 0.43
H 9.585 1.165 4.409 -0.05 0.08 -0.02
H 8.452 1.596 5.702 -0.03 0.09 0.02
H 8.385 2.451 4.128 -0.02 0.06 0.08
C 2.692 -2.966 0.657 -0.31 0.25 0.36
O 2.919 -2.377 -0.596 -0.05 -0.12 -0.23
C 1.734 -1.830 -1.141 -0.32 0.14 0.47
C 1.938 -1.372 -2.551 0.15 0.13 -0.52
N 2.045 -2.483 -3.499 -0.23 0.23 0.00
C 3.346 -3.114 -3.544 0.47 -0.39 -0.17
C 3.424 -4.074 -4.719 -0.28 -0.12 0.17
O 4.586 -4.859 -4.572 0.16 0.19 -0.07
C 4.998 -5.448 -5.781 -0.06 -0.02 -0.02
H 1.904 -3.727 0.613 0.12 -0.14 -0.10
H 2.375 -2.209 1.397 0.02 -0.56 -0.32
H 3.633 -3.392 0.992 -0.02 -0.17 0.02
H 1.388 -0.991 -0.518 0.07 -0.01 -0.09
H 0.918 -2.573 -1.131 0.18 -0.07 0.04
H 2.809 -0.696 -2.606 0.02 -0.11 0.10
H 1.066 -0.776 -2.824 -0.04 -0.05 0.08
H 1.854 -2.125 -4.428 -0.13 0.04 0.04
H 3.534 -3.714 -2.655 -0.13 0.16 0.15
H 4.165 -2.381 -3.611 0.01 -0.03 -0.01
H 3.415 -3.542 -5.683 0.13 0.03 0.06
H 2.545 -4.734 -4.699 -0.03 0.11 -0.08
H 4.159 -5.941 -6.289 0.07 -0.06 0.02
H 5.759 -6.186 -5.537 0.01 -0.03 -0.05
H 5.426 -4.703 -6.463 -0.03 -0.01 0.01
C -1.325 -0.514 3.439 -0.11 -0.20 0.03
O -1.739 0.820 3.243 -0.02 0.08 0.01
C -2.140 1.432 4.446 -0.15 -0.05 0.49
C -2.801 2.779 4.155 0.48 0.11 0.29
N -3.764 2.751 3.073 -0.43 -0.25 0.06
C -5.066 2.219 3.461 0.18 0.21 0.16
C -5.978 2.118 2.264 0.09 -0.55 0.03
O -5.449 1.157 1.349 0.12 0.41 0.38
C -5.988 1.262 0.046 0.31 -0.62 0.11
H -2.186 -1.159 3.650 0.11 0.07 0.05
H -0.606 -0.594 4.263 0.06 0.04 -0.07
H -0.864 -0.860 2.515 0.04 0.03 0.02
H -1.276 1.556 5.118 -0.03 0.11 -0.10
H -2.839 0.779 4.995 -0.03 -0.04 -0.22
H -2.043 3.539 3.945 0.08 -0.18 -0.18
H -3.266 3.109 5.090 -0.17 0.02 -0.13
H -3.410 2.115 2.368 0.04 0.26 -0.07
H -5.541 2.913 4.164 0.08 -0.06 0.02
H -4.990 1.243 3.971 -0.13 -0.02 -0.09
H -6.050 3.094 1.776 -0.12 0.01 0.00
H -6.954 1.768 2.624 -0.15 0.22 -0.24
H -5.781 2.245 -0.382 -0.23 0.09 -0.01
H -7.052 1.007 0.048 -0.09 0.31 -0.06
H -5.477 0.505 -0.551 0.00 0.07 -0.04
C -6.194 -2.093 2.982 -0.07 -0.22 -0.67
C -4.684 -1.998 3.055 0.15 0.26 0.49
C -4.042 -3.358 3.206 -0.42 -0.54 -0.44
O -4.152 -1.374 1.890 0.15 -0.03 0.33
H -6.657 -1.109 2.910 0.00 0.05 0.29
H -6.590 -2.674 3.814 -0.12 0.17 0.08
H -6.455 -2.602 2.047 0.00 -0.09 0.15
H -4.427 -1.398 3.946 0.07 0.00 -0.16
H -4.282 -3.817 4.166 0.12 0.17 0.12
H -2.965 -3.324 3.059 0.06 0.07 0.12
H -4.465 -4.038 2.454 0.19 0.12 -0.02
H -4.281 -0.422 2.000 -0.20 0.01 -0.39
C -0.227 2.148 -0.605 0.13 0.36 0.38
C -0.928 0.873 -0.233 -0.25 -0.16 -0.67
C -2.381 1.124 0.086 -0.33 0.21 0.75
O -0.823 0.032 -1.383 0.14 -0.07 0.14
H -0.335 2.873 0.207 0.06 0.05 -0.10
H -0.693 2.557 -1.501 0.09 0.10 -0.03
H 0.838 1.988 -0.780 0.01 -0.04 -0.08
H -0.436 0.425 0.643 -0.01 -0.17 -0.10
H -2.440 1.554 1.083 0.13 0.03 -0.10
H -2.971 0.205 0.142 0.07 -0.05 -0.22
H -2.852 1.845 -0.585 0.07 -0.19 -0.27
H -1.446 -0.707 -1.303 0.06 -0.15 -0.03
C -1.882 -2.959 0.054 0.34 -0.12 -0.03
O -2.003 -2.569 -1.317 -0.10 0.00 0.06
H -1.615 -2.097 0.669 -0.07 0.00 0.00
H -2.821 -3.369 0.414 -0.09 0.07 -0.06
H -1.098 -3.714 0.150 -0.06 -0.01 0.15
H -1.271 -2.971 -1.792 -0.02 0.07 -0.16
```
Forces are in eV/Å.

Mulliken population analysis, charges in e, atoms 1 to 4: number 1, C, carries -0.45; number 2, O, carries -0.47; number 3, C, carries 1.23; number 4, C, carries -1.27

=====

4.
ORCA calculation (the ωB97M-V functional and the def2-TZVPD basis) on a structure of composition C17H12N5O9Tc.

Calculated values
* highest occupied orbital energy (alpha / beta): -6.14 / -6.14 eV
* spin multiplicity: 4
* net charge: -1

XYZ file:
```
44
Properties=species:S:1:pos:R:3:forces:R:3
Tc -0.777 -0.079 -1.005 -0.05 0.04 -0.10
O 1.484 1.026 0.064 -0.01 -0.24 0.19
C 1.420 2.289 0.689 -0.04 0.02 -0.03
C 0.263 3.007 0.035 -0.01 0.04 0.01
N -0.935 2.151 -0.068 0.20 -0.17 -0.02
C -1.885 2.781 -1.005 -0.07 0.05 0.06
C -1.600 2.356 -2.434 -0.03 -0.08 -0.02
O -1.797 3.085 -3.370 0.01 0.00 -0.01
O -1.171 1.113 -2.524 -0.04 -0.04 -0.02
C -1.584 1.926 1.227 0.01 -0.01 0.02
C -2.638 0.835 1.074 0.02 -0.07 -0.10
O -3.531 0.711 1.868 -0.01 -0.01 -0.03
O -2.475 0.085 -0.002 -0.08 0.09 0.15
H 2.399 0.735 -0.052 0.08 0.16 0.05
H 2.340 2.855 0.530 0.00 -0.01 0.01
H 1.270 2.173 1.769 0.02 0.02 -0.01
H 0.544 3.286 -0.981 0.02 -0.02 -0.01
H 0.022 3.922 0.590 -0.04 0.02 -0.05
H -1.868 3.869 -0.922 0.02 0.00 0.01
H -2.894 2.435 -0.775 0.00 0.03 -0.02
H -2.064 2.831 1.610 0.02 0.02 0.01
H -0.849 1.595 1.963 0.00 -0.02 -0.01
O 0.399 -4.370 4.465 0.04 -0.03 0.04
C -0.099 -4.729 3.386 -0.02 0.07 -0.01
O -0.534 -5.816 2.983 -0.02 -0.07 0.00
C -0.192 -3.585 2.336 -0.01 0.01 -0.03
C 0.416 -2.359 2.578 -0.05 -0.03 -0.03
C 0.339 -1.358 1.634 -0.06 -0.03 -0.03
N -0.326 -1.530 0.484 0.03 0.18 -0.01
C -0.928 -2.711 0.245 0.10 0.05 -0.06
C -0.876 -3.757 1.133 0.07 0.00 0.07
C -1.629 -2.786 -1.076 -0.16 0.08 -0.03
O -2.229 -3.743 -1.468 0.07 0.00 -0.03
O -1.521 -1.649 -1.793 0.11 -0.09 0.05
H 0.937 -2.222 3.515 0.01 -0.01 0.00
H 0.814 -0.398 1.770 0.00 0.01 0.00
H -1.345 -4.706 0.911 -0.01 0.00 0.00
N 1.016 -0.537 -2.014 -0.14 -0.02 -0.02
C 2.036 -0.326 -2.523 -0.12 0.05 -0.06
C 3.313 0.064 -2.872 -0.17 -0.10 0.34
C 3.926 -0.163 -4.124 -0.02 0.00 0.00
N 4.433 -0.343 -5.142 0.00 0.00 0.00
C 3.944 0.730 -1.794 0.52 0.22 -0.42
N 4.431 1.309 -0.918 -0.19 -0.12 0.15
```
Forces are in eV/Å.

Mulliken population analysis, charges in e, atoms 1 to 4: number 1, Tc, carries 0.91; number 2, O, carries -0.09; number 3, C, carries -0.78; number 4, C, carries -1.06

=====

5.
ORCA calculation (the ωB97M-V functional and the def2-TZVPD basis) on a structure of composition C9H15Cl2GaIrO3P at a distorted geometry.

Calculated values
* highest occupied orbital energy (alpha / beta): -22.75 / -24.63 eV
* spin multiplicity: 5
* net charge: +4

XYZ file:
```
32
Properties=species:S:1:pos:R:3:forces:R:3
Ga -0.861 1.914 -3.012 -2.46 2.13 -1.50
Ir 0.543 0.642 -1.642 0.52 -4.99 -1.63
Cl -0.059 -1.354 -2.616 0.58 1.53 0.29
Cl -2.034 3.586 -2.585 0.40 -0.41 0.31
C 1.416 2.166 -1.045 3.31 6.93 3.45
C -0.556 0.487 -5.859 -2.53 -0.59 -4.56
C -1.213 1.538 -5.058 2.29 -3.11 -0.17
O 1.872 3.134 -0.579 -1.92 -4.52 -2.35
O -0.552 -0.192 -6.824 0.87 2.58 4.87
O -2.101 2.205 -5.567 -0.36 0.69 -0.29
C 2.727 -0.714 1.151 0.18 0.37 0.09
C 1.417 -1.334 0.660 -0.08 0.31 -1.05
P 0.045 -0.100 0.401 1.15 -1.68 1.72
C -1.555 -0.995 0.466 -2.06 0.09 1.13
C -1.782 -1.943 1.637 2.04 1.44 -0.05
C 0.014 0.952 1.906 -1.47 0.73 1.61
C 0.131 0.287 3.289 0.63 -1.40 -2.28
H 3.060 0.125 0.516 0.05 -0.34 0.23
H 3.503 -1.492 1.125 -0.16 0.22 0.04
H 2.620 -0.358 2.183 0.26 -0.07 -0.32
H 1.556 -1.860 -0.302 0.01 -0.06 0.46
H 0.997 -2.050 1.383 -0.05 0.12 -0.17
H -2.312 -0.192 0.503 0.01 -0.29 -0.22
H -1.632 -1.493 -0.514 0.45 -0.10 -0.12
H -2.091 -1.397 2.537 -0.65 -0.14 -0.01
H -2.584 -2.637 1.358 -0.70 -0.39 0.04
H -0.900 -2.535 1.899 -0.29 -0.41 -0.29
H 0.814 1.701 1.753 0.34 -0.12 -0.29
H -0.947 1.489 1.857 0.30 0.19 0.04
H 0.942 -0.451 3.347 -0.09 0.47 0.18
H 0.312 1.088 4.022 -0.20 0.47 0.50
H -0.793 -0.216 3.612 -0.36 0.35 0.34
```
Forces are in eV/Å.

Mulliken population analysis, charges in e, atoms 1 to 4: number 1, Ga, carries 0.51; number 2, Ir, carries 0.94; number 3, Cl, carries -0.12; number 4, Cl, carries 0.02